{"formula": "C2H6Se", "method": "wB97M-V/def2-TZVPD", "de_lowest_kj_mol": 17.1, "energy_ev": -67516.5108, "charge": 0, "homo_ev": -8.68, "orbital_gap_ha": 0.348, "species": ["C", "C", "Se", "H", "H", "H", "H", "H", "H"], "xyz": [[-0.358, 0.483, 0.398], [-0.337, -0.815, -0.356], [1.549, -1.570, -0.419], [0.499, 1.254, 0.343], [-1.168, 1.133, 0.224], [-0.318, 0.278, 1.469], [-0.489, -0.530, -1.374], [-0.928, -1.513, 0.211], [1.891, -0.364, -1.324]], "forces_ev_per_angstrom": [[2.5, 1.5, 2.1], [2.2, 1.1, 0.4], [-0.6, 1.5, -0.9], [-0.7, -1.6, -0.7], [-1.6, 0.3, -0.4], [-0.3, 0.0, 0.1], [-1.0, -1.0, -0.7], [-0.6, -0.5, -0.8], [0.0, -1.3, 0.9]], "nbo_charge": [-0.64, -0.51, -0.01, 0.21, 0.21, 0.21, 0.22, 0.23, 0.08]}

***

{"formula": "C2H7BO3", "method": "wB97M-V/def2-TZVPD", "de_lowest_kj_mol": 402.7, "energy_ev": -9006.0127, "charge": 0, "homo_ev": -9.48, "orbital_gap_ha": 0.363, "species": ["B", "C", "C", "O", "O", "O", "H", "H", "H", "H", "H", "H", "H"], "xyz": [[1.308, 0.602, 0.317], [-1.575, 0.553, -0.032], [-0.273, -0.267, 0.029], [-0.149, -0.867, -1.315], [2.289, 0.024, -0.375], [-0.243, -1.283, 0.947], [-2.500, 0.082, 0.256], [-1.418, 1.496, 0.466], [-1.797, 0.576, -1.112], [1.518, 1.689, 0.974], [0.717, -1.285, -1.214], [3.273, 0.160, -0.075], [-1.148, -1.481, 1.134]], "forces_ev_per_angstrom": [[-2.5, 0.8, 0.2], [0.9, -0.6, -1.3], [1.9, 1.7, -1.7], [0.3, 0.5, 1.4], [3.4, -0.5, 0.8], [0.5, -0.3, 1.0], [-0.1, -0.6, 1.1], [-0.4, 0.4, -0.2], [0.4, 1.1, 0.3], [-0.4, -1.6, -0.6], [-0.1, -0.2, -0.6], [-3.0, 0.0, -0.9], [-0.9, -0.7, 0.4]], "nbo_charge": [0.74, -0.68, 0.28, -0.75, -0.91, -0.72, 0.21, 0.22, 0.25, -0.11, 0.47, 0.52, 0.47]}

***

{"formula": "C2H7BO4", "method": "wB97M-V/def2-TZVPD", "de_lowest_kj_mol": 0.0, "energy_ev": -11056.6868, "charge": 0, "homo_ev": -10.64, "orbital_gap_ha": 0.408, "species": ["B", "C", "C", "O", "O", "O", "O", "H", "H", "H", "H", "H", "H", "H"], "xyz": [[-1.609, 0.085, 0.053], [1.917, 0.681, 0.346], [0.864, -0.392, -0.024], [-1.764, -0.989, 0.910], [-2.613, 0.769, -0.576], [1.147, -1.169, -1.081], [-0.387, 0.317, -0.426], [2.262, 1.042, -0.602], [2.627, 0.091, 0.859], [1.329, 1.389, 0.735], [0.671, -1.145, 0.855], [-2.525, -1.489, 0.962], [-3.193, 1.411, -0.137], [1.274, -0.600, -1.875]], "forces_ev_per_angstrom": [[-0.6, -1.4, -0.2], [-0.8, -3.8, -3.0], [-2.0, -0.1, 1.6], [2.6, 1.6, 0.2], [-1.1, 0.9, 0.1], [1.1, -0.7, -2.0], [2.5, 0.5, 0.8], [0.7, 0.3, -0.5], [1.1, 0.4, 1.0], [-1.3, 2.9, 2.5], [0.1, 1.7, -1.5], [-2.6, -1.1, 0.1], [0.4, -0.7, -0.1], [-0.1, -0.5, 0.8]], "nbo_charge": [1.26, -0.65, 0.41, -0.93, -0.94, -0.70, -0.75, 0.20, 0.22, 0.23, 0.17, 0.50, 0.51, 0.47]}

***

{"formula": "C2H7BrN", "method": "wB97M-V/def2-TZVPD", "de_lowest_kj_mol": 49.4, "energy_ev": -73712.0736, "charge": 1, "homo_ev": -14.10, "orbital_gap_ha": 0.313, "species": ["C", "C", "N", "Br", "H", "H", "H", "H", "H", "H", "H"], "xyz": [[-0.267, -1.107, -0.563], [1.948, -0.491, 0.261], [0.769, -0.122, -0.132], [-2.452, 2.742, -0.742], [-0.723, -1.341, 0.387], [-1.022, -0.555, -1.212], [0.043, -1.881, -1.230], [2.667, 0.353, 0.532], [2.319, -1.507, 0.361], [0.547, 0.822, -0.162], [-3.386, 3.472, -1.505]], "forces_ev_per_angstrom": [[-1.8, 2.6, -0.4], [0.1, 2.9, 0.1], [2.4, -4.2, -0.3], [0.2, -0.2, 0.2], [-0.5, -0.9, -0.2], [0.8, -0.4, 1.1], [0.9, -0.7, 0.3], [-1.0, -1.3, -0.3], [-0.6, -0.1, -0.3], [-0.5, 2.2, -0.1], [-0.2, 0.1, -0.2]], "nbo_charge": [-0.45, 0.13, -0.37, -0.24, 0.25, 0.26, 0.26, 0.24, 0.25, 0.44, 0.24]}

***

{"formula": "C2H7ClN", "method": "wB97M-V/def2-TZVPD", "de_lowest_kj_mol": 335.5, "energy_ev": -16188.9565, "charge": 1, "homo_ev": [-13.76, -14.28], "orbital_gap_ha": [0.321, 0.347], "species": ["C", "C", "N", "Cl", "H", "H", "H", "H", "H", "H", "H"], "xyz": [[-1.065, -0.268, 0.072], [1.377, -1.132, 0.087], [-0.631, 1.135, 0.019], [2.113, 0.426, 0.042], [-1.485, -0.712, 0.930], [-1.282, -0.487, -0.981], [0.928, -1.284, -0.797], [1.688, -1.953, 0.712], [-1.048, 1.785, 0.711], [-1.049, 1.364, -0.843], [0.453, 1.125, 0.048]], "forces_ev_per_angstrom": [[1.9, 0.2, -1.4], [-0.4, 1.6, 1.6], [-0.7, -0.6, 2.0], [0.9, -0.8, 0.5], [-0.5, -0.1, 0.7], [-0.3, -1.0, 0.9], [-0.9, -1.2, -3.0], [0.1, 0.4, 0.5], [0.5, -0.6, -0.1], [0.2, 1.4, -1.5], [-0.8, 0.8, -0.2]], "nbo_charge": [-0.21, -0.33, -0.74, 0.11, 0.24, 0.20, 0.19, 0.25, 0.45, 0.44, 0.40]}

***

{"formula": "C2H7ClNOP", "method": "wB97M-V/def2-TZVPD", "de_lowest_kj_mol": 256.6, "energy_ev": -27535.5007, "charge": 0, "homo_ev": -9.23, "orbital_gap_ha": 0.356, "species": ["C", "C", "N", "O", "P", "Cl", "H", "H", "H", "H", "H", "H", "H"], "xyz": [[-2.060, -1.331, -0.405], [3.170, 0.246, 0.124], [-1.862, 0.036, 0.069], [-1.598, 2.372, 0.561], [-1.336, 1.300, -0.653], [1.359, 0.245, -0.293], [-1.659, -1.567, -1.420], [-3.043, -1.782, -0.375], [-1.523, -1.946, 0.360], [3.280, -0.568, 0.973], [3.771, -0.002, -0.760], [3.280, 1.250, 0.610], [-1.778, 1.747, 1.209]], "forces_ev_per_angstrom": [[2.0, -0.7, 0.5], [-1.1, -0.8, 2.4], [-1.0, -0.8, -0.8], [1.3, 1.8, -2.9], [-0.9, 0.2, 0.2], [1.5, -0.3, 0.1], [-0.1, 0.3, 0.7], [-0.7, 0.9, 0.1], [-0.1, 0.1, -0.9], [-0.1, 1.6, -1.9], [-0.3, 0.4, 0.4], [0.5, -1.0, -0.9], [-1.0, -1.7, 3.0]], "nbo_charge": [-0.43, -0.56, -1.00, -0.97, 1.32, -0.12, 0.18, 0.21, 0.20, 0.22, 0.23, 0.23, 0.49]}

***

{"formula": "C2H7CuO11P2S", "method": "wB97M-V/def2-TZVPD", "de_lowest_kj_mol": 24.7, "energy_ev": -98772.1473, "charge": -2, "homo_ev": -1.52, "orbital_gap_ha": 0.259, "species": ["Cu", "C", "C", "O", "P", "O", "O", "O", "P", "O", "O", "O", "H", "H", "H", "H", "H", "H", "H", "O", "S", "O", "O", "O"], "xyz": [[-0.561, 1.934, 0.072], [1.738, -1.458, 0.918], [1.150, -1.061, -0.428], [1.586, -2.027, -1.407], [-0.707, -1.161, -0.406], [-1.229, -0.176, 0.607], [-0.967, -2.636, 0.277], [-1.164, -1.240, -1.820], [1.803, 0.603, -0.935], [3.417, 0.421, -0.662], [1.653, 0.820, -2.400], [1.331, 1.606, 0.105], [1.378, -2.448, 1.202], [1.427, -0.739, 1.675], [2.827, -1.467, 0.859], [1.126, -1.761, -2.217], [-2.678, 0.585, 1.084], [-0.942, -3.268, -0.449], [3.806, 0.488, -1.540], [-3.436, 1.178, 1.348], [-2.987, 2.681, 1.101], [-4.203, 3.452, 1.214], [-1.956, 2.994, 2.075], [-2.411, 2.681, -0.274]], "forces_ev_per_angstrom": [[-0.1, 0.2, -0.2], [0.0, 0.0, 0.0], [0.0, 0.0, 0.0], [0.0, 0.0, 0.0], [0.2, 0.0, 0.1], [-0.2, -0.1, -0.1], [0.0, -0.1, 0.0], [-0.1, 0.0, 0.0], [-0.1, -0.1, 0.3], [0.0, 0.1, 0.0], [0.0, 0.0, 0.0], [0.3, -0.1, -0.4], [0.0, 0.0, 0.0], [0.0, 0.0, 0.0], [0.0, 0.0, 0.0], [0.0, 0.0, 0.0], [0.0, 0.0, 0.0], [0.0, 0.0, 0.0], [0.0, -0.1, 0.0], [0.0, -0.1, 0.0], [0.0, 0.1, -0.3], [0.0, -0.1, 0.0], [0.0, 0.0, 0.2], [0.0, 0.0, 0.3]], "nbo_charge": [0.85, -0.64, -0.50, -0.76, 2.36, -1.23, -1.02, -1.17, 2.34, -1.02, -1.17, -1.21, 0.21, 0.24, 0.21, 0.50, 0.54, 0.48, 0.49, -0.95, 2.56, -1.02, -1.03, -1.07]}

***

{"formula": "C2H7FN2", "method": "wB97M-V/def2-TZVPD", "de_lowest_kj_mol": 398.0, "energy_ev": -7881.7453, "charge": 0, "homo_ev": -9.39, "orbital_gap_ha": 0.383, "species": ["C", "C", "N", "N", "F", "H", "H", "H", "H", "H", "H", "H"], "xyz": [[1.754, -0.688, -0.116], [-1.632, 0.733, 0.021], [0.586, 0.234, -0.001], [-0.632, -0.136, -0.502], [-1.132, -1.475, 0.206], [2.025, -0.742, -1.252], [2.603, -0.168, 0.473], [1.612, -1.754, 0.108], [-2.538, 0.808, -0.618], [-1.757, 0.669, 1.050], [-1.329, 1.739, -0.218], [0.440, 0.778, 0.848]], "forces_ev_per_angstrom": [[0.8, 1.4, -2.0], [-0.8, 2.0, -2.9], [-1.0, -0.9, 0.3], [1.2, -1.4, -0.3], [0.6, 0.7, -0.1], [-0.2, 0.5, 2.0], [-1.4, -1.2, -1.0], [-0.4, 0.6, 0.8], [0.1, -1.3, 0.8], [-0.6, -0.5, 1.8], [0.9, 0.7, 0.2], [0.8, -0.6, 0.3]], "nbo_charge": [-0.43, -0.46, -0.43, 0.11, -0.42, 0.21, 0.22, 0.22, 0.23, 0.20, 0.21, 0.35]}

***

{"formula": "C2H7FN2S", "method": "wB97M-V/def2-TZVPD", "de_lowest_kj_mol": 129.4, "energy_ev": -18716.1371, "charge": 0, "homo_ev": -10.08, "orbital_gap_ha": 0.351, "species": ["C", "C", "N", "N", "F", "S", "H", "H", "H", "H", "H", "H", "H"], "xyz": [[-1.075, 0.162, -1.898], [0.715, -1.002, 1.600], [1.116, 1.020, -0.330], [-0.757, -0.647, -0.721], [-1.024, 1.203, 1.721], [0.078, 0.102, 0.272], [-0.464, 1.071, -1.826], [-2.135, 0.221, -1.942], [-0.784, -0.324, -2.876], [0.333, -2.034, 1.792], [1.795, -0.839, 1.528], [0.437, -0.410, 2.385], [1.765, 1.479, 0.295]], "forces_ev_per_angstrom": [[1.2, -0.6, -1.2], [0.3, -0.2, -1.4], [-0.1, 0.1, 0.5], [-0.3, -0.1, 0.5], [1.5, -1.5, -2.0], [0.2, -0.5, 1.6], [-1.0, 0.2, -0.6], [-0.9, 0.8, 0.0], [0.0, 0.0, 1.2], [0.3, 0.9, -1.1], [-0.1, -0.7, -0.3], [-0.9, 1.4, 2.5], [-0.2, 0.2, 0.3]], "nbo_charge": [-0.46, -0.78, -1.07, -0.77, -0.68, 1.91, 0.22, 0.22, 0.21, 0.28, 0.24, 0.27, 0.40]}

***

{"formula": "C2H7FNS", "method": "wB97M-V/def2-TZVPD", "de_lowest_kj_mol": 468.9, "energy_ev": -17217.8890, "charge": 1, "homo_ev": [-13.85, -13.87], "orbital_gap_ha": [0.235, 0.236], "species": ["C", "C", "N", "F", "S", "H", "H", "H", "H", "H", "H", "H"], "xyz": [[-1.099, 0.609, 0.610], [0.094, -1.257, -0.318], [-0.443, 0.085, -0.585], [2.215, 1.229, -0.267], [2.926, -0.233, 0.237], [-1.217, 1.605, 0.481], [-1.825, -0.080, 0.966], [-0.418, 0.468, 1.438], [0.163, -1.867, -1.093], [0.270, -1.386, 0.680], [0.429, 0.818, -0.780], [-1.095, 0.009, -1.370]], "forces_ev_per_angstrom": [[1.5, -2.5, 1.6], [1.6, 5.0, 1.1], [2.7, 0.0, -0.4], [0.3, -1.3, 0.4], [-2.7, 0.6, -1.0], [-1.4, 2.9, -0.2], [-1.7, 0.1, -0.5], [0.9, 0.4, 0.1], [0.3, -2.9, -3.1], [0.1, -1.1, 2.3], [-1.8, -1.8, 0.0], [0.3, 0.5, -0.2]], "nbo_charge": [-0.42, -0.04, -0.58, -0.49, 0.44, 0.24, 0.25, 0.23, 0.21, 0.22, 0.50, 0.45]}